The following is a quantum chemistry calculation of a molecular structure, C11H40MnN18O11 at a distorted geometry, from OMol25.

Structure (XYZ):
```
81
Properties=species:S:1:pos:R:3:forces:R:3
Mn -38.940 23.936 -2.351 -0.24 -0.71 -2.94
O -38.651 22.295 -3.602 -1.22 0.83 1.98
C -39.069 22.683 -4.877 1.50 2.50 -0.24
C -39.938 23.994 -4.972 -1.29 -1.06 0.02
O -39.684 25.038 -4.056 1.02 -1.47 1.55
H -39.476 21.895 -5.512 -0.11 -0.07 0.13
H -38.127 23.087 -5.288 0.00 -0.59 -0.88
H -40.995 23.680 -4.909 -0.08 -0.06 0.32
H -39.892 24.361 -6.006 0.45 0.00 -0.07
C -34.729 24.500 -6.558 1.63 -1.49 0.71
O -34.046 23.701 -5.901 -1.17 0.53 -0.33
N -36.074 24.662 -6.425 0.55 0.54 -0.45
N -34.115 25.280 -7.482 -0.55 0.60 -0.28
H -36.620 23.952 -5.983 -0.06 0.00 0.07
H -36.484 25.399 -6.974 -0.65 -0.29 0.12
H -34.653 25.780 -8.168 0.21 0.03 -0.07
H -33.135 25.130 -7.632 0.05 -0.02 0.03
C -38.341 19.191 -1.074 -2.69 1.65 0.78
O -39.020 19.834 -0.252 1.08 -0.62 -0.18
N -37.706 18.036 -0.794 0.56 -0.29 -0.06
N -38.380 19.591 -2.373 1.15 -1.17 0.21
H -36.946 17.744 -1.385 -0.01 -0.21 0.11
H -37.712 17.739 0.165 0.10 0.07 0.01
H -38.818 20.468 -2.590 0.03 0.08 -0.40
H -37.867 19.000 -3.008 -0.29 0.52 -0.60
C -38.975 27.687 -6.796 1.31 1.88 0.31
O -38.894 28.673 -7.510 -0.37 -0.59 0.08
N -40.123 27.239 -6.219 0.41 -0.07 -0.84
N -37.824 27.046 -6.366 0.06 -1.76 0.41
H -40.066 26.422 -5.636 -0.29 0.47 0.65
H -40.782 27.991 -6.102 -0.50 -0.51 0.14
H -37.887 26.390 -5.599 -0.28 0.20 0.05
H -36.893 27.414 -6.434 -0.28 0.76 -0.49
C -43.595 25.250 -7.859 -0.02 1.17 1.06
O -44.481 25.090 -7.013 0.44 -0.50 -0.68
N -42.299 25.496 -7.503 0.11 -0.87 0.05
N -43.805 25.359 -9.188 -0.69 -0.46 -0.62
H -41.575 25.645 -8.197 -0.11 0.47 0.15
H -42.137 25.647 -6.526 -0.05 0.32 -0.05
H -43.083 25.631 -9.830 0.08 0.06 0.10
H -44.748 25.260 -9.522 0.09 -0.02 0.03
C -38.031 18.588 -6.036 -0.55 -0.36 -2.26
O -37.792 17.604 -6.718 -0.24 0.20 0.45
N -39.300 18.865 -5.560 1.20 -0.11 0.87
N -37.093 19.585 -5.941 -0.15 0.13 1.00
H -40.072 18.543 -6.113 -0.14 -0.07 0.14
H -39.368 19.647 -4.936 -0.63 0.17 -0.24
H -37.175 20.317 -5.260 0.11 0.25 -0.28
H -36.419 19.629 -6.681 0.37 -0.13 0.29
C -34.917 21.778 -2.745 1.29 0.97 0.49
O -33.721 21.988 -2.563 -0.69 -0.43 -0.20
N -35.580 22.255 -3.837 0.13 0.39 -0.82
N -35.704 21.190 -1.802 -0.64 -0.01 -0.12
H -36.547 22.068 -4.042 -0.07 -0.09 0.39
H -35.019 22.756 -4.534 0.03 -0.29 0.22
H -36.667 21.027 -2.037 -0.05 -0.36 0.27
H -35.292 20.781 -0.986 0.09 -0.01 -0.04
C -42.839 26.906 -3.489 0.17 -0.42 1.74
O -43.905 27.246 -3.001 0.47 0.27 -1.03
N -42.687 25.918 -4.434 -1.83 0.36 -0.09
N -41.603 27.308 -3.034 0.22 0.10 -0.38
H -43.601 25.490 -4.548 0.44 -0.52 -0.66
H -41.835 25.394 -4.501 -0.01 -0.08 0.24
H -41.534 28.011 -2.322 -0.15 -0.21 0.21
H -40.982 26.513 -3.056 0.71 0.61 0.12
C -42.121 21.159 -7.565 0.60 -0.93 -0.02
O -41.694 20.141 -8.102 -0.31 0.52 0.07
N -43.080 21.111 -6.581 0.75 -0.12 -0.72
N -41.664 22.418 -7.821 -0.45 -0.11 0.56
H -43.296 20.172 -6.298 -0.38 0.24 0.36
H -43.372 21.953 -6.125 -0.46 -0.21 0.24
H -40.974 22.612 -8.520 0.08 -0.13 0.00
H -41.874 23.076 -7.095 0.14 0.73 -0.50
C -39.623 25.354 -9.886 -0.76 1.59 -1.41
O -40.518 26.177 -9.657 0.46 -1.08 0.34
N -39.223 25.125 -11.178 0.26 -0.20 1.29
N -38.929 24.683 -8.944 -0.04 -0.38 0.86
H -39.821 25.510 -11.885 0.16 -0.22 -0.26
H -38.627 24.326 -11.287 -0.14 -0.01 -0.89
H -39.228 24.764 -7.988 0.10 0.18 -0.03
H -38.130 24.114 -9.142 0.02 -0.07 -0.08
```
Forces are in eV/Å.

HOMO-LUMO gap (alpha / beta), eV: 6.4 / 6.3
Multiplicity: 6
Total charge: 0
DFT total energy, eV: -92726.845
Highest occupied orbital energy (alpha / beta), eV: -9.778 / -9.777
Energy relative to the best compared isomer or geometry (same formula, charge and spin), kcal/mol: 79.6

Löwdin atomic charge list, values in e, 8 entries:
1. Mn 1.31
2. O -0.40
3. C -0.32
4. C -0.37
5. O -0.39
6. H 0.11
7. H 0.07
8. H 0.10